Record 1
DFT (ωB97M-V/def2-TZVPD) results for C20H28NO2Sr as an isolated structure.

Cartesian coordinates (Å):
O1 0.030 0.199 -0.320
C1 1.009 0.291 -1.398
C2 0.170 1.353 -2.129
H1 1.066 -0.716 -1.857
H2 2.027 0.615 -1.154
C3 -0.860 1.170 -1.001
H3 -0.386 1.107 -3.035
H4 0.557 2.359 -2.276
C4 -2.150 0.510 -1.496
H5 -1.939 -0.404 -2.099
H6 -2.675 1.272 -2.112
H7 -2.814 0.181 -0.678
C5 -0.972 2.484 -0.270
H8 0.060 2.826 -0.091
H9 -1.501 2.390 0.679
H10 -1.511 3.172 -0.943
Sr1 0.391 -0.881 1.914
C6 1.151 1.088 4.106
C7 2.281 0.234 3.983
C8 2.857 0.459 2.716
H11 2.674 -0.422 4.772
C9 2.067 1.423 2.034
C10 0.999 1.800 2.888
H12 0.248 2.548 2.670
H13 0.589 1.248 5.006
H14 3.792 0.015 2.334
H15 2.291 1.867 1.053
C11 -1.392 -0.665 4.284
C12 -1.778 0.488 3.549
C13 -2.390 0.074 2.350
H16 -1.728 1.506 3.937
C14 -2.368 -1.356 2.316
C15 -1.713 -1.815 3.487
H17 -1.502 -2.855 3.795
H18 -0.318 -0.677 7.741
H19 -2.901 0.730 1.648
H20 -2.841 -1.966 1.553
O2 0.413 -1.333 -3.182
C16 0.040 -0.514 -4.367
C17 0.515 -1.199 -5.631
H21 0.511 0.495 -4.345
H22 -1.056 -0.399 -4.341
C18 1.502 -2.267 -5.127
H23 0.988 -0.442 -6.267
H24 -0.371 -1.582 -6.134
C19 1.336 -2.361 -3.611
H25 2.532 -1.985 -5.341
H26 1.295 -3.226 -5.612
H27 2.296 -2.196 -3.082
H28 0.908 -3.319 -3.279
N1 -0.570 -0.668 6.754
C20 -0.856 -0.656 5.609

- ΔE to the lowest compared entry with this formula, charge and spin (kcal per mole) = 34.7
- net charge = -1
- LUMO energy (spin up / spin down) (eV) = 2.38 / 2.45

These are the natural (NBO) partial charges, in e, on atoms 1 to 5: -0.644 -0.099 -0.471 0.258 0.178

=====

Record 2
DFT (ωB97M-V/def2-TZVPD) results for an isolated molecule of C20H28NO5P.

Cartesian coordinates (Å):
C1 -1.866 -0.398 4.069
C2 -2.002 0.576 3.144
C3 -1.589 0.482 1.667
C4 -2.228 -0.414 0.681
O1 -3.236 -1.241 1.151
C5 -3.027 -2.626 0.821
C6 -1.588 -3.171 1.093
O2 -1.249 -3.180 2.495
C7 0.002 -3.851 2.619
C8 0.386 -4.203 4.109
C9 -1.828 -0.442 -0.746
C10 -0.729 0.407 -1.235
C11 -0.261 0.406 -2.721
C12 -1.138 -0.590 -3.604
C13 -0.450 1.843 -3.385
C14 0.459 2.059 -4.651
C15 1.834 2.775 -4.356
C16 -0.079 1.254 -0.243
C17 -0.507 1.309 1.168
C18 0.411 2.338 1.877
O3 0.301 2.496 3.064
N1 1.324 2.925 0.918
P1 2.899 2.686 1.714
C19 4.301 3.104 0.550
O4 3.091 1.009 2.019
C20 1.110 2.231 -0.348
O5 1.802 2.389 -1.323
H1 -2.372 -0.227 5.056
H2 -1.258 -1.320 3.962
H3 -2.457 1.548 3.470
H4 -3.720 -3.212 1.488
H5 -3.299 -2.905 -0.230
H6 -1.603 -4.264 0.786
H7 -0.778 -2.695 0.478
H8 0.056 -4.820 2.036
H9 0.836 -3.213 2.194
H10 1.501 -4.137 4.249
H11 0.133 -5.289 4.260
H12 -0.169 -3.596 4.869
H13 -2.389 -1.127 -1.426
H14 0.793 0.026 -2.811
H15 -0.992 -1.659 -3.274
H16 -0.909 -0.479 -4.697
H17 -2.224 -0.328 -3.477
H18 -1.523 1.889 -3.737
H19 -0.327 2.615 -2.587
H20 0.642 1.102 -5.220
H21 -0.110 2.748 -5.342
H22 2.280 3.228 -5.287
H23 2.557 2.062 -3.888
H24 1.655 3.624 -3.643
H25 4.501 4.210 0.487
H26 4.174 2.722 -0.496
H27 5.252 2.658 0.964
H28 3.610 0.666 1.267

- structure (SMILES) = C=Cc1c(OCCOCC)cc([C@@H](C)CCC)c2c1C(=O)N(P(C)O)C2=O
- ΔE to the lowest compared entry with this formula, charge and spin (kcal per mole) = 85.5
- net charge = 0
- LUMO energy (eV) = -0.32

These are the natural (NBO) partial charges, in e, on atoms 1 to 5: -0.355 -0.216 -0.070 0.351 -0.505

=====

Record 3
DFT (ωB97M-V/def2-TZVPD) results for C20H29CrO6 as an isolated structure.

Cartesian coordinates (Å):
Cr1 -0.053 0.891 0.415
C1 -2.574 0.960 -1.625
C2 -3.293 0.118 -0.604
O1 -2.279 -0.706 -0.071
C3 -2.589 -1.486 1.060
C4 -2.123 -0.781 2.360
O2 -1.473 0.466 2.034
C5 -1.723 1.519 2.976
C6 -1.323 2.821 2.315
O3 -0.038 2.692 1.693
C7 1.071 2.644 2.607
C8 2.263 2.252 1.782
O4 1.953 0.976 1.181
C9 2.857 0.627 0.113
C10 2.454 1.349 -1.187
O5 1.108 1.836 -1.014
C11 0.390 2.154 -2.214
C12 -0.925 2.733 -1.742
O6 -1.621 1.784 -0.912
H1 -3.273 1.604 -2.159
H2 -2.050 0.307 -2.327
H3 -4.066 -0.480 -1.093
H4 -3.752 0.752 0.163
H5 -2.060 -2.429 0.942
H6 -3.660 -1.689 1.110
H7 -1.425 -1.410 2.911
H8 -2.975 -0.563 3.001
H9 -1.171 1.326 3.900
H10 -2.786 1.572 3.218
H11 -1.328 3.635 3.041
H12 -2.015 3.050 1.505
H13 0.898 1.899 3.387
H14 1.221 3.621 3.069
H15 3.151 2.152 2.406
H16 2.439 2.998 1.004
H17 2.760 -0.444 -0.010
H18 3.879 0.872 0.401
H19 2.492 0.645 -2.019
H20 3.099 2.199 -1.410
H21 0.246 1.246 -2.806
H22 0.935 2.893 -2.803
H23 -1.542 3.023 -2.592
H24 -0.735 3.610 -1.123
C13 0.338 -0.808 -0.387
C14 0.689 -1.891 -0.825
C15 1.139 -3.153 -1.298
C16 2.027 -3.885 -0.493
C17 2.498 -5.112 -0.920
C18 2.095 -5.624 -2.147
C19 1.213 -4.907 -2.946
C20 0.734 -3.680 -2.528
H25 2.325 -3.485 0.468
H26 3.177 -5.672 -0.292
H27 2.466 -6.586 -2.474
H28 0.894 -5.311 -3.897
H29 0.041 -3.122 -3.145

- expectation value of S² = 3.800
- spin multiplicity = 4
- ΔE to the lowest compared entry with this formula, charge and spin (kcal per mole) = 0.0
- net charge = +2
- LUMO energy (spin up / spin down) (eV) = -7.30 / -6.46

These are the natural (NBO) partial charges, in e, on atoms 1 to 5: 1.542 -0.077 -0.081 -0.532 -0.083

=====

Record 4
DFT (ωB97M-V/def2-TZVPD) results for a 2-piece molecular cluster, C20H29N2O7P2S2 overall.

Cartesian coordinates (Å):
N1 1.833 1.031 4.695
P1 0.875 2.107 4.146
O1 -0.617 2.122 4.718
O2 1.345 3.604 4.331
C1 0.685 1.890 2.329
C2 -0.449 1.186 1.901
C3 -0.657 0.869 0.564
C4 -1.861 0.120 0.074
C5 -1.536 -1.300 -0.424
C6 -0.858 -2.207 0.606
S1 -1.977 -2.980 1.741
O3 -3.130 -3.398 1.019
O4 -1.228 -3.903 2.530
O5 -2.440 -1.774 2.687
C7 0.320 1.285 -0.323
N2 1.402 1.973 0.070
C8 2.359 2.353 -0.993
C9 3.762 1.723 -0.885
O6 4.697 2.438 -1.172
C10 3.920 0.278 -0.556
C11 3.390 -0.353 0.573
C12 3.641 -1.692 0.799
C13 4.415 -2.417 -0.091
C14 4.929 -1.799 -1.222
C15 4.691 -0.458 -1.449
C16 1.597 2.322 1.373
P2 3.038 3.412 1.857
S2 4.330 2.614 3.027
H1 1.442 0.450 5.427
H2 -0.928 1.214 4.819
H3 2.240 3.553 4.719
H4 -1.194 0.890 2.628
H5 -2.601 0.089 0.875
H6 -2.344 0.671 -0.737
H7 -2.497 -1.763 -0.655
H8 -0.982 -1.264 -1.362
H9 -0.429 -3.066 0.086
H10 -0.035 -1.737 1.149
H11 -1.637 -1.435 3.107
H12 0.235 1.063 -1.379
H13 2.450 3.435 -1.010
H14 1.927 2.057 -1.947
H15 2.815 0.187 1.313
H16 3.245 -2.162 1.689
H17 4.618 -3.459 0.113
H18 5.535 -2.374 -1.909
H19 5.123 0.015 -2.321
H20 2.337 4.525 2.336
H21 3.566 3.842 0.640
C17 -5.586 -1.384 -3.769
C18 -4.330 -1.830 -4.515
C19 -3.447 -0.596 -4.393
O7 -3.790 0.026 -3.148
C20 -4.996 -0.559 -2.636
H22 -6.200 -2.208 -3.411
H23 -6.202 -0.755 -4.414
H24 -3.871 -2.679 -4.003
H25 -4.512 -2.115 -5.549
H26 -3.642 0.113 -5.203
H27 -2.381 -0.833 -4.391
H28 -4.745 -1.193 -1.777
H29 -5.658 0.237 -2.296

- net charge = +1
- LUMO energy (eV) = -4.78

These are the natural (NBO) partial charges, in e, on atoms 1 to 5: -1.317 2.240 -0.954 -0.986 -0.395

=====

Record 5
DFT (ωB97M-V/def2-TZVPD) results for an isolated molecule of C20H29N3O.

Cartesian coordinates (Å):
C1 4.155 3.442 0.866
C2 3.408 2.575 -0.102
C3 2.000 3.005 -0.377
C4 3.972 1.510 -0.660
C5 3.319 0.586 -1.651
N1 2.068 0.017 -1.169
C6 1.432 -0.833 -2.152
C7 0.022 -1.188 -1.684
N2 0.093 -1.835 -0.390
C8 -1.178 -2.391 0.055
C9 -2.274 -1.388 0.238
C10 -2.582 -0.620 1.325
C11 -3.674 0.217 0.962
C12 -4.417 1.189 1.631
C13 -5.437 1.818 0.955
C14 -5.734 1.503 -0.374
C15 -5.016 0.548 -1.062
C16 -3.986 -0.091 -0.385
N3 -3.119 -1.062 -0.795
C17 0.695 -0.927 0.568
C18 2.130 -0.617 0.139
C19 2.999 -1.889 0.215
C20 3.540 -2.115 1.627
O1 4.288 -1.025 2.113
H1 4.115 4.483 0.548
H2 5.196 3.140 0.951
H3 3.697 3.380 1.853
H4 2.002 3.933 -0.950
H5 1.480 3.197 0.560
H6 1.463 2.242 -0.929
H7 4.998 1.272 -0.411
H8 3.073 1.147 -2.561
H9 4.043 -0.196 -1.945
H10 1.367 -0.284 -3.096
H11 2.000 -1.761 -2.336
H12 -0.433 -1.877 -2.402
H13 -0.578 -0.262 -1.646
H14 -0.992 -2.902 1.003
H15 -1.482 -3.140 -0.685
H16 -2.097 -0.651 2.280
H17 -4.193 1.437 2.658
H18 -6.026 2.573 1.455
H19 -6.544 2.019 -0.869
H20 -5.245 0.304 -2.089
H21 -3.105 -1.487 -1.707
H22 0.700 -1.406 1.549
H23 0.133 0.018 0.642
H24 2.549 0.124 0.828
H25 3.848 -1.793 -0.467
H26 2.409 -2.755 -0.086
H27 4.153 -3.031 1.640
H28 2.722 -2.244 2.338
H29 4.942 -0.782 1.447

- structure (SMILES) = CC(C)=CCN1CCN(Cc2cc3ccccc3[nH]2)C[C@H]1CCO
- ΔE to the lowest compared entry with this formula, charge and spin (kcal per mole) = 51.5
- net charge = 0
- LUMO energy (eV) = 0.71

These are the natural (NBO) partial charges, in e, on atoms 1 to 5: -0.632 0.056 -0.669 -0.232 -0.252

=====

Record 6
DFT (ωB97M-V/def2-TZVPD) results for an isolated molecule of C20H29N3O2S.

Cartesian coordinates (Å):
C1 0.791 5.869 -1.774
C2 0.503 4.373 -1.730
C3 0.861 3.692 -3.049
C4 0.606 2.184 -3.047
C5 -0.875 1.843 -3.027
S1 -1.157 0.073 -3.362
C6 -0.811 -0.643 -1.801
N1 -0.598 0.160 -0.779
C7 -0.335 -0.338 0.428
N2 -0.218 0.593 1.439
C8 0.957 0.660 2.289
C9 0.582 1.375 3.589
O1 0.094 2.669 3.333
C10 -1.029 2.618 2.484
C11 -0.703 1.934 1.155
C12 -0.310 -1.730 0.666
C13 -0.554 -2.580 -0.401
C14 -0.789 -2.039 -1.677
C15 -1.016 -2.873 -2.786
N3 -1.187 -3.568 -3.683
C16 -0.657 -4.063 -0.213
C17 -0.095 -4.518 1.142
C18 1.438 -4.560 1.088
C19 -0.640 -5.898 1.508
O2 -0.576 -3.641 2.158
C20 -0.126 -2.317 2.041
H1 1.844 6.049 -1.978
H2 0.540 6.336 -0.825
H3 0.205 6.346 -2.557
H4 1.087 3.920 -0.925
H5 -0.554 4.217 -1.508
H6 0.289 4.151 -3.859
H7 1.920 3.865 -3.255
H8 1.088 1.726 -2.180
H9 1.050 1.751 -3.946
H10 -1.333 2.056 -2.064
H11 -1.409 2.363 -3.822
H12 1.341 -0.332 2.505
H13 1.746 1.240 1.784
H14 1.460 1.498 4.226
H15 -0.178 0.784 4.123
H16 -1.333 3.652 2.317
H17 -1.846 2.072 2.981
H18 -1.601 1.861 0.543
H19 0.051 2.520 0.614
H20 -1.717 -4.332 -0.268
H21 -0.149 -4.580 -1.029
H22 1.843 -4.682 2.090
H23 1.845 -3.652 0.647
H24 1.754 -5.403 0.480
H25 -1.712 -5.834 1.672
H26 -0.440 -6.607 0.710
H27 -0.174 -6.248 2.425
H28 0.936 -2.266 2.337
H29 -0.709 -1.744 2.769

- structure (SMILES) = CCCCCSc1nc(N2CCOCC2)c2c(c1C#N)CC(C)(C)OC2
- ΔE to the lowest compared entry with this formula, charge and spin (kcal per mole) = 38.1
- net charge = 0
- LUMO energy (eV) = 0.41

These are the natural (NBO) partial charges, in e, on atoms 1 to 5: -0.599 -0.394 -0.391 -0.412 -0.516

=====

- The lowest net charge belongs to which entry?
  C20H28NO2Sr

=====

- net charge of number 4 (C20H29N2O7P2S2)?
  +1

=====

- The highest net charge belongs to which entry?
  C20H29CrO6